(1)
Density functional theory data (ωB97M-V with the def2-TZVPD basis set) for 5 unconnected molecules or ions with the total composition C30H90N15O5P5 in a non-equilibrium geometry.

Properties
F_max   0.030 hartree/bohr
Energy   -111609.93647 eV
HOMO-LUMO gap   8.229 eV

The geometry in ORCA input format:
```
! wB97M-V def2-TZVPD RIJCOSX def2/J DEFGRID3
* xyz 0 1
O -7.560 8.648 -8.156
P -8.326 9.898 -7.976
N -9.691 9.798 -7.047
C -9.433 9.407 -5.643
C -10.923 9.174 -7.526
N -8.831 10.585 -9.409
C -8.360 9.917 -10.621
C -10.103 11.275 -9.568
N -7.374 11.049 -7.235
C -6.121 10.623 -6.654
C -7.977 12.212 -6.583
H -9.257 8.331 -5.625
H -10.210 9.854 -5.027
H -8.498 9.853 -5.290
H -11.754 9.835 -7.247
H -11.158 8.270 -6.957
H -10.885 8.973 -8.589
H -7.369 10.262 -10.923
H -8.317 8.835 -10.493
H -9.054 10.134 -11.434
H -9.973 12.043 -10.331
H -10.896 10.585 -9.875
H -10.418 11.751 -8.642
H -6.263 10.449 -5.572
H -5.771 9.731 -7.157
H -5.365 11.416 -6.670
H -8.831 12.531 -7.172
H -7.261 13.038 -6.618
H -8.187 11.984 -5.533
O 0.506 7.823 -9.097
P -0.876 7.561 -9.553
N -2.009 8.694 -9.134
C -2.545 8.651 -7.774
C -1.760 10.067 -9.551
N -1.450 6.135 -8.959
C -0.654 5.376 -8.010
C -2.763 5.622 -9.308
N -0.962 7.553 -11.205
C 0.273 7.424 -11.974
C -2.201 7.582 -11.930
H -1.943 9.203 -7.046
H -2.500 7.614 -7.427
H -3.595 8.939 -7.765
H -2.577 10.709 -9.236
H -1.654 10.085 -10.638
H -0.791 10.436 -9.193
H -0.720 4.292 -8.085
H 0.386 5.694 -8.055
H -0.983 5.669 -7.000
H -3.182 5.039 -8.484
H -3.458 6.464 -9.381
H -2.745 5.022 -10.218
H 1.023 6.953 -11.342
H 0.075 6.943 -12.928
H 0.684 8.424 -12.176
H -3.019 7.944 -11.306
H -2.537 6.587 -12.256
H -2.113 8.234 -12.805
O 4.846 8.376 -7.060
P 4.782 6.992 -7.559
N 3.586 6.121 -6.828
C 2.551 6.824 -6.025
C 3.289 4.761 -7.192
N 6.108 6.031 -7.275
C 7.348 6.389 -7.961
C 6.353 5.653 -5.877
N 4.618 6.909 -9.204
C 4.167 8.076 -9.933
C 4.866 5.736 -10.012
H 1.962 7.522 -6.619
H 3.147 7.296 -5.245
H 1.941 6.030 -5.597
H 4.139 4.255 -7.651
H 2.493 4.629 -7.949
H 2.919 4.219 -6.317
H 7.936 7.063 -7.325
H 7.955 5.498 -8.137
H 7.095 6.886 -8.895
H 7.168 4.930 -5.862
H 6.654 6.549 -5.318
H 5.448 5.249 -5.433
H 4.312 8.985 -9.350
H 4.771 8.198 -10.838
H 3.100 8.044 -10.177
H 5.126 6.031 -11.024
H 4.080 4.979 -9.926
H 5.717 5.176 -9.601
O 0.701 4.722 -3.820
P -0.174 5.030 -2.685
N -0.790 6.566 -2.779
C -1.528 7.175 -1.688
C -0.409 7.429 -3.881
N 0.522 4.958 -1.179
C 1.648 5.884 -1.009
C 0.744 3.682 -0.512
N -1.515 4.031 -2.601
C -2.441 4.004 -1.467
C -1.358 2.738 -3.279
H -1.202 8.218 -1.617
H -1.309 6.717 -0.724
H -2.609 7.169 -1.860
H -0.432 6.869 -4.816
H 0.589 7.850 -3.726
H -1.113 8.248 -4.040
H 2.022 5.839 0.013
H 2.475 5.575 -1.660
H 1.322 6.886 -1.280
H 1.742 3.302 -0.762
H 0.726 3.834 0.570
H -0.003 2.949 -0.799
H -2.967 4.956 -1.392
H -3.146 3.195 -1.622
H -1.880 3.871 -0.536
H -2.347 2.305 -3.435
H -0.699 2.035 -2.757
H -0.933 2.879 -4.271
O -1.307 14.124 -14.703
P -1.701 12.777 -15.140
N -3.322 12.516 -14.907
C -4.195 13.653 -14.644
C -3.930 11.232 -14.794
N -0.976 11.520 -14.353
C -0.958 11.535 -12.890
C -0.420 10.373 -15.035
N -1.365 12.482 -16.747
C -0.320 13.290 -17.352
C -2.377 12.063 -17.683
H -4.295 13.902 -13.583
H -5.183 13.480 -15.076
H -3.778 14.539 -15.123
H -3.277 10.451 -15.199
H -4.876 11.122 -15.332
H -4.101 10.912 -13.754
H -0.155 10.885 -12.552
H -0.713 12.548 -12.567
H -1.946 11.243 -12.527
H 0.164 10.646 -15.910
H 0.241 9.842 -14.345
H -1.177 9.631 -15.327
H 0.215 12.684 -18.098
H -0.746 14.161 -17.848
H 0.465 13.498 -16.628
H -2.145 11.066 -18.080
H -2.420 12.734 -18.545
H -3.369 12.019 -17.242
*
```

---

(2)
Density functional theory data (ωB97M-V with the def2-TZVPD basis set) for 15 unconnected molecules or ions with the total composition C30H90O30 in a non-equilibrium geometry.

Properties
F_max   0.063 hartree/bohr
Energy   -93982.71964 eV
HOMO-LUMO gap   8.352 eV

The geometry in ORCA input format:
```
! wB97M-V def2-TZVPD RIJCOSX def2/J DEFGRID3
* xyz 0 1
C -3.790 -1.012 -5.320
C -3.304 -2.432 -5.651
O -2.216 -2.522 -6.620
O -2.911 -0.344 -4.389
H -4.761 -1.158 -4.842
H -4.129 -0.381 -6.142
H -4.199 -2.969 -5.969
H -3.000 -2.897 -4.712
H -1.872 -3.413 -6.518
H -3.166 -0.725 -3.543
C -3.752 -3.080 1.516
C -4.760 -4.059 2.046
O -4.203 -4.756 3.113
O -2.418 -3.628 1.365
H -3.776 -2.305 2.283
H -4.312 -2.603 0.710
H -5.003 -4.780 1.264
H -5.637 -3.516 2.399
H -4.932 -5.111 3.626
H -1.921 -3.030 0.793
C 0.101 5.480 -0.551
C 1.058 6.703 -0.240
O 0.383 7.590 0.631
O 0.812 4.263 -0.755
H -0.466 5.679 -1.460
H -0.599 5.323 0.270
H 1.311 7.179 -1.188
H 2.018 6.406 0.183
H 1.006 7.984 1.246
H 0.215 3.685 -1.238
C -3.217 2.609 0.824
C -3.630 3.645 1.819
O -2.502 3.808 2.752
O -2.004 2.994 0.112
H -3.981 2.245 0.135
H -2.985 1.676 1.338
H -4.544 3.367 2.343
H -3.789 4.646 1.418
H -1.772 3.869 2.130
H -2.150 2.670 -0.780
C 0.077 -4.985 -1.184
C -0.141 -5.607 -2.548
O -1.328 -5.204 -3.271
O 0.524 -3.643 -1.223
H 0.775 -5.618 -0.636
H -0.874 -4.967 -0.650
H -0.017 -6.690 -2.593
H 0.654 -5.209 -3.180
H -1.247 -5.434 -4.200
H 1.413 -3.762 -0.877
C -6.078 -1.072 -1.934
C -4.779 -0.515 -1.399
O -3.689 -1.203 -1.995
O -6.237 -2.418 -1.708
H -6.169 -0.820 -2.991
H -6.799 -0.652 -1.231
H -4.786 -0.644 -0.317
H -4.719 0.475 -1.851
H -3.946 -2.129 -1.975
H -5.923 -2.944 -2.447
C 2.181 3.551 -3.794
C 1.849 2.038 -3.724
O 1.021 1.660 -4.820
O 3.150 3.689 -4.812
H 2.481 4.057 -2.877
H 1.335 4.127 -4.171
H 1.154 2.056 -2.884
H 2.682 1.344 -3.617
H 1.624 1.554 -5.560
H 3.764 2.964 -4.945
C -0.597 0.602 5.665
C -0.831 1.215 4.302
O 0.358 1.082 3.516
O 0.475 1.262 6.264
H -0.417 -0.466 5.537
H -1.487 0.700 6.287
H -1.071 2.278 4.261
H -1.739 0.759 3.903
H 0.598 1.937 3.150
H 1.275 1.367 5.740
C 0.548 -4.061 3.043
C -0.290 -3.021 3.861
O -1.672 -3.469 3.978
O -0.117 -5.281 2.683
H 1.436 -4.201 3.661
H 0.955 -3.656 2.116
H -0.402 -1.990 3.524
H -0.028 -2.972 4.919
H -2.026 -2.979 4.724
H 0.552 -5.889 2.358
C -1.156 -0.579 -0.040
C 0.249 0.045 0.060
O 1.038 -0.242 -1.114
O -0.994 -1.993 0.222
H -1.596 -0.472 -1.032
H -1.812 -0.099 0.686
H 0.731 -0.149 1.019
H 0.005 1.103 0.161
H 1.937 -0.495 -0.889
H -0.320 -2.447 -0.292
C 0.096 -1.796 -3.907
C 0.584 -1.387 -5.315
O -0.330 -0.599 -6.063
O -0.282 -0.545 -3.295
H 0.815 -2.397 -3.350
H -0.784 -2.418 -4.075
H 0.905 -2.239 -5.916
H 1.485 -0.783 -5.206
H -0.983 -1.215 -6.410
H 0.010 -0.542 -2.378
C 1.500 4.672 2.570
C 2.053 4.482 4.074
O 3.246 3.778 4.175
O 1.199 3.362 1.993
H 2.200 5.303 2.022
H 0.560 5.218 2.653
H 1.286 3.863 4.540
H 2.122 5.419 4.627
H 3.966 4.236 3.733
H 0.942 3.618 1.101
C 2.843 -1.073 4.392
C 3.719 0.198 4.480
O 2.958 1.269 5.136
O 2.058 -1.047 3.216
H 2.252 -1.247 5.292
H 3.489 -1.951 4.415
H 4.277 0.556 3.615
H 4.490 -0.055 5.210
H 3.311 2.092 4.785
H 1.482 -0.277 3.250
C 3.926 2.300 -0.237
C 4.825 2.541 -1.472
O 6.027 3.123 -0.996
O 3.882 3.458 0.649
H 4.392 1.445 0.254
H 2.945 1.980 -0.588
H 4.418 3.236 -2.208
H 5.048 1.692 -2.120
H 6.704 2.955 -1.655
H 3.107 3.243 1.175
C 3.835 -1.513 0.441
C 4.275 -2.952 0.068
O 3.307 -3.886 -0.380
O 3.854 -0.679 -0.701
H 4.350 -1.064 1.292
H 2.846 -1.443 0.897
H 4.599 -3.297 1.050
H 5.131 -2.957 -0.607
H 3.657 -4.774 -0.283
H 4.649 -0.888 -1.198
*
```